Density functional theory data (ωB97M-V/def2-TZVPD) for a cluster of 2 separate species, C7H13N4 in total at a distorted geometry.

Values from the calculation:
ΔE to the lowest compared entry with this formula, charge and spin = 417.5 kJ/mol
HOMO-LUMO gap = 6.7614 eV
total charge = +1
HOMO level = -11.6 eV

```
24
Properties=species:S:1:pos:R:3:forces:R:3
C -2.51750 -1.17868 0.89830 2.51 2.59 -1.21
C -2.15432 -1.60928 -0.40965 1.01 0.62 -1.01
C -1.82780 0.01009 1.14975 -1.02 -3.00 -1.75
C 1.72585 -0.86240 0.22031 -2.44 1.88 -2.40
C 0.21319 2.20619 0.66279 -0.41 2.23 -0.33
C 0.38739 1.42854 -1.65227 1.78 -1.23 -1.72
C -0.14445 1.14962 -0.29479 2.04 0.19 0.42
N -1.31361 -0.74444 -0.92716 -0.15 -0.74 -1.24
N -1.05342 0.23098 -0.01650 -1.73 -0.36 0.68
N 2.50809 -1.04487 1.20630 1.76 1.56 1.46
N 1.27296 -1.77858 -0.60738 -1.81 -0.01 -2.11
H -3.14633 -1.70922 1.48364 -1.94 -1.12 2.08
H -2.41584 -2.49633 -1.04831 0.06 1.08 1.10
H -1.96536 0.62322 1.98942 0.45 0.96 0.73
H 1.24055 2.62354 0.29496 -2.23 -0.30 1.00
H 0.21568 1.97343 1.71427 0.32 -0.61 0.26
H -0.70095 2.97751 0.64010 2.13 -1.07 -0.45
H 1.53513 1.37272 -1.82979 -1.77 0.37 1.36
H 0.10065 2.43147 -1.98144 -0.26 -0.12 0.13
H 0.11608 0.67440 -2.38597 -0.77 0.20 -0.03
H 3.02138 -0.22937 1.54440 -0.58 -0.53 0.17
H 2.88511 -1.89826 1.46402 1.04 -2.21 0.55
H 0.50507 -1.39103 -1.26333 1.78 -1.15 1.37
H 1.51246 -2.75926 -0.85167 0.24 0.78 0.96
```
Forces are in eV/Å.

Population analysis type Löwdin, resulting atomic charges in e: atom 1 (C): 0.015, atom 2 (C): -0.065, atom 3 (C): 0.046, atom 4 (C): -0.284, atom 5 (C): -0.026, atom 6 (C): -0.037, atom 7 (C): -0.264, atom 8 (N): 0.048, atom 9 (N): -0.083, atom 10 (N): 0.109, atom 11 (N): 0.076, atom 12 (H): 0.075, atom 13 (H): 0.151, atom 14 (H): 0.115, atom 15 (H): 0.139, atom 16 (H): 0.077, atom 17 (H): 0.167, atom 18 (H): 0.142, atom 19 (H): 0.109, atom 20 (H): 0.075, atom 21 (H): 0.119, atom 22 (H): 0.083, atom 23 (H): 0.086, atom 24 (H): 0.128